Entry 1:
DFT (ωB97M-V with the def2-TZVPD basis set) results for a 3-piece molecular cluster, C36H67B2FN10O8P3S2 overall at a distorted geometry.

Properties
Frontier orbital gap: 6.7 eV
HOMO energy: -0.345 Ha
Charge: +1

Element x y z (Å)
H (-4.893, -2.151, -3.378)
H (-8.571, 6.173, -0.890)
H (2.914, -3.921, -1.861)
C (8.839, -5.685, 1.394)
H (-11.478, 5.653, 1.243)
C (-4.074, -1.542, -2.995)
H (3.914, -0.508, 3.182)
H (4.277, 2.862, -1.668)
P (-3.320, 0.935, -2.478)
H (-4.729, 3.606, -3.480)
N (2.654, 0.756, -0.701)
H (7.349, -0.643, 2.672)
H (-9.966, 6.495, 1.638)
H (-11.105, 6.114, 2.916)
H (-3.320, 2.323, -5.865)
C (10.462, -1.674, 1.964)
C (9.354, -7.919, 2.980)
N (2.609, -0.842, 0.988)
H (1.156, 3.405, 0.448)
H (-5.412, 2.730, -4.865)
N (-3.894, 1.703, -3.929)
H (2.231, -2.931, 1.430)
H (-7.206, 3.482, 3.256)
H (-5.402, 1.792, -0.377)
O (0.740, -1.406, 2.854)
B (2.168, 1.878, 0.198)
H (2.718, -6.029, -0.471)
C (9.769, -6.623, 0.984)
C (7.419, -4.595, -0.221)
H (-5.941, 3.629, 2.033)
H (1.231, 0.991, -3.093)
H (10.744, -8.465, 1.454)
H (-6.479, 5.419, 0.024)
H (3.683, 2.841, -3.318)
C (8.848, -3.284, 1.191)
C (-10.675, 5.743, 1.983)
C (5.732, -0.464, -0.782)
S (5.952, -5.174, 0.554)
H (4.626, -0.575, -2.523)
H (-0.507, -1.453, -0.135)
H (-3.570, -2.091, -2.189)
H (-5.809, 2.219, -3.235)
N (-4.584, -0.251, -2.550)
H (1.708, -3.841, -0.590)
C (2.782, -3.880, -0.779)
H (-6.154, -1.314, -1.672)
C (-8.954, 5.243, -1.297)
C (-4.389, 2.135, -0.192)
C (-2.873, 2.132, -4.889)
O (6.631, 0.154, -1.241)
C (4.309, -1.515, 3.264)
H (-6.090, 6.319, 1.499)
C (-5.549, -0.429, -1.474)
H (-3.918, 1.474, 0.548)
H (11.490, -1.359, 2.073)
H (4.898, -6.481, -1.087)
H (9.556, -8.798, 3.574)
H (-7.552, 6.702, 0.645)
H (-6.253, 0.402, -1.431)
H (-10.276, 3.243, -1.905)
H (-2.129, 3.226, -0.279)
O (-8.002, 2.730, 0.657)
C (2.880, -0.467, -0.280)
N (-7.615, 4.920, 1.770)
H (-4.505, 3.125, 0.254)
H (-11.401, 3.939, 3.765)
N (-9.614, 4.441, -0.284)
C (8.435, -6.961, 3.389)
C (-5.008, 2.615, -3.857)
C (-10.537, 3.467, -0.870)
C (10.164, -2.876, 1.354)
N (3.409, -1.464, -1.063)
C (7.831, -2.468, 1.661)
C (3.060, -2.239, 1.228)
H (5.194, -2.126, -2.042)
C (-2.465, 3.127, -1.313)
H (10.299, -6.529, 0.048)
O (0.195, -1.933, 0.339)
P (-8.854, 3.859, 1.146)
C (4.751, -1.214, -1.649)
N (8.623, -4.542, 0.516)
C (-6.907, 5.871, 0.932)
C (-10.919, 3.511, 2.885)
H (7.926, -7.103, 4.332)
H (-2.715, 4.126, -1.689)
H (-2.131, 1.340, -5.025)
H (-11.564, 3.846, -0.848)
H (10.974, -3.487, 0.983)
P (0.839, -0.848, 1.347)
H (-10.350, 2.641, 3.221)
H (1.558, -1.205, 3.335)
H (4.516, -3.054, -0.064)
C (9.452, -0.856, 2.458)
H (-6.155, 4.892, 3.271)
C (3.976, -2.445, 2.384)
H (-9.685, 5.539, -2.052)
H (4.348, -3.455, 2.511)
C (4.760, -5.449, -0.786)
N (-10.021, 4.491, 2.263)
N (-3.624, 2.245, -1.422)
C (3.347, -5.182, -0.211)
H (-11.702, 3.157, 2.200)
H (-10.524, 2.517, -0.330)
H (-1.608, 2.767, -1.888)
C (3.502, -2.665, -0.199)
H (9.682, 0.085, 2.934)
C (-6.679, 4.193, 2.616)
H (4.943, -4.760, -1.603)
C (8.187, -5.849, 2.609)
H (-3.355, -1.416, -3.809)
B (2.889, 1.174, -2.143)
H (7.486, -5.085, 2.919)
H (-8.133, 4.711, -1.799)
S (7.430, -4.091, -1.776)
H (4.943, -1.711, 4.114)
C (8.143, -1.276, 2.296)
O (-2.292, 0.169, -1.684)
H (3.676, 1.673, 1.391)
C (4.003, 2.206, -2.494)
H (3.405, -5.154, 0.879)
O (2.803, 2.079, 1.388)
F (5.511, -0.473, 0.550)
O (2.125, 0.623, -3.132)
H (-2.341, 3.040, -4.569)
H (-5.083, -0.554, -0.487)
O (1.154, 2.678, -0.190)
H (4.876, 1.663, -2.865)
H (6.787, -2.726, 1.548)
C (10.018, -7.733, 1.779)

Forces on the atoms, in the same order (eV/Å):
H -0.073 0.063 0.028
H -0.001 -0.086 -0.008
H -0.010 0.239 -0.078
C 0.461 -0.123 -0.119
H 0.059 -0.018 -0.024
C 0.267 0.065 -0.137
H 0.124 0.109 -0.084
H 0.321 -0.141 0.075
P -4.510 -0.484 3.288
H 0.014 -0.052 0.044
N -0.205 0.668 -0.508
H -0.135 -0.053 -0.040
H 0.061 -0.092 -0.042
H 0.049 -0.098 0.055
H -0.070 0.005 0.038
C 0.024 0.244 0.325
C 0.001 0.298 -0.364
N -1.364 -2.145 1.203
H -0.453 0.202 -0.157
H 0.089 -0.090 -0.040
N 3.521 -0.743 -1.074
H -0.390 0.474 0.134
H 0.002 0.009 -0.019
H 0.063 0.022 0.028
O 0.962 -0.825 -0.624
B 0.320 -0.756 0.777
H -0.234 0.092 -0.002
C 0.010 -0.341 0.025
C 0.062 0.240 -1.097
H -0.025 -0.041 0.043
H -0.280 -0.586 -0.130
H 0.039 -0.024 -0.051
H 0.066 0.080 0.022
H -0.083 -0.057 -0.105
C 0.385 0.286 -0.372
C 0.060 0.407 -0.359
C 1.192 0.603 -0.702
S 0.385 -0.257 0.142
H 0.131 -0.014 -0.118
H -0.054 -0.117 -0.135
H 0.022 -0.007 -0.038
H 0.092 -0.054 0.060
N -0.588 0.397 0.212
H -0.054 0.224 -0.034
C -0.659 -0.241 0.195
H 0.119 -0.074 -0.104
C 0.154 0.033 -0.067
C -0.045 -0.066 0.188
C 0.120 0.023 0.133
O -0.431 -0.363 0.451
C -0.274 0.217 0.049
H 0.014 -0.128 0.102
C 0.005 0.127 0.172
H -0.008 0.039 0.025
H 0.098 -0.077 -0.061
H -0.061 -0.002 -0.292
H -0.034 -0.013 0.126
H 0.004 -0.051 -0.026
H 0.057 0.017 0.038
H 0.114 -0.023 0.027
H -0.004 -0.147 0.029
O -1.737 -1.663 1.674
C 0.120 -0.102 -0.208
N -0.256 0.716 -0.336
H 0.169 0.049 -0.057
H 0.025 0.084 -0.033
N 0.143 0.382 0.247
C 0.049 -0.301 0.297
C -0.373 0.155 0.409
C -0.296 -0.034 0.393
C 0.295 0.018 -0.056
N 1.795 -0.418 1.483
C -0.097 0.052 0.029
C -0.232 -0.726 -1.300
H -0.018 -0.221 0.269
C -0.127 0.330 -0.342
H -0.073 0.250 -0.094
O 0.623 -0.709 0.587
P 2.131 4.360 -2.196
C -1.225 0.947 -0.761
N -1.185 -0.320 1.219
C -0.015 -0.014 -0.183
C 0.006 -0.131 -0.117
H -0.113 0.134 0.030
H 0.061 0.049 0.102
H -0.024 0.006 0.018
H 0.009 0.005 -0.100
H -0.063 -0.150 -0.085
P -1.808 4.007 -0.425
H 0.000 0.018 -0.040
H -0.110 -0.203 0.321
H 0.439 0.833 -0.516
C -0.052 -0.445 -0.301
H -0.039 0.085 -0.046
C 0.518 0.369 0.051
H -0.061 -0.150 -0.005
H -0.008 -0.096 -0.122
C -0.253 0.158 0.721
N -0.180 -3.550 0.866
N -0.515 -0.024 -0.346
C 0.529 -0.204 -0.197
H -0.071 0.056 0.096
H 0.033 0.000 -0.012
H -0.022 -0.058 0.023
C 0.529 -1.477 0.555
H 0.009 0.055 0.058
C -0.143 -0.238 0.088
H 0.335 -0.165 -0.156
C -0.041 0.340 -0.164
H -0.017 0.007 0.010
B 0.033 0.080 -0.695
H -0.024 -0.013 0.196
H -0.025 0.034 -0.036
S 0.034 0.282 0.017
H 0.038 -0.140 0.029
C -0.032 0.432 0.189
O 2.065 0.386 -2.432
H 0.017 -0.099 0.342
C -0.346 0.111 0.180
H -0.241 -0.021 0.076
O 0.124 0.215 -0.411
F -0.387 -0.199 -0.135
O -0.034 0.464 0.404
H -0.057 0.050 -0.120
H -0.081 -0.065 0.003
O 0.535 -0.104 -0.157
H 0.212 0.110 0.155
H -0.025 -0.159 -0.048
C 0.107 -0.227 0.071

***

Entry 2:
DFT (ωB97M-V with the def2-TZVPD basis set) results for a 5-piece molecular cluster, C36H67N6O7 overall at a distorted geometry.

Properties
Frontier orbital gap: 6.4 eV
HOMO energy: -0.372 Ha
Charge: +1

Element x y z (Å)
H (0.616, 5.122, -3.640)
H (3.793, -4.067, -3.678)
O (2.570, 3.795, 4.063)
H (-2.525, -5.380, 0.566)
H (-0.372, 5.471, 4.752)
C (2.375, 3.423, -0.125)
C (2.729, -4.902, -1.482)
H (2.867, 0.703, -0.664)
H (-0.212, 0.205, -1.597)
H (-6.538, 2.569, -3.881)
H (1.014, 4.956, -1.340)
H (-3.085, -3.243, 0.484)
C (-3.123, 1.608, -3.359)
H (-4.065, -3.254, -5.969)
C (1.091, 0.968, 0.831)
H (6.780, 3.305, 4.287)
O (2.222, -5.297, -0.440)
H (4.177, 1.649, 3.311)
H (1.954, 4.628, -4.923)
C (1.042, -3.281, 0.935)
C (3.727, 4.169, 4.210)
H (4.419, -6.945, -0.903)
H (1.068, 5.687, 1.024)
N (0.077, 0.311, 1.792)
H (3.224, 4.385, -2.856)
C (1.261, 4.209, -4.057)
H (-6.185, -5.765, 1.114)
O (-3.521, 1.366, -2.080)
H (-2.068, 3.504, -4.723)
C (-1.475, 3.601, 4.043)
C (2.281, 3.659, -2.881)
H (-2.446, -3.207, -5.224)
H (0.729, -2.833, 3.147)
C (0.942, -0.030, -1.647)
C (0.964, -2.169, 2.183)
C (1.907, 0.098, -0.292)
C (-4.164, -3.386, 0.383)
H (2.037, -3.908, 1.022)
H (4.851, -5.499, -3.766)
H (-2.237, 2.841, 4.503)
C (-5.896, -5.174, 0.240)
C (4.879, -5.962, -1.047)
C (-0.491, 4.347, 5.123)
H (4.977, -5.473, -0.073)
C (-5.129, -4.089, -3.774)
H (-0.775, -1.389, 0.750)
H (0.244, -5.152, 0.659)
H (-2.881, -4.660, -2.364)
C (1.450, 3.867, -1.445)
C (-0.268, -1.162, 1.799)
C (-5.810, 1.647, -4.095)
H (-2.241, 4.405, 6.607)
N (-3.838, -4.347, -4.184)
N (-0.168, -4.199, 0.891)
O (-5.636, -4.485, -2.732)
N (-4.505, -4.793, 0.369)
C (-1.057, 4.335, 6.664)
C (4.545, -4.654, -3.143)
H (-1.991, -5.268, -3.792)
H (-0.622, 5.301, 7.213)
H (0.392, 2.537, 6.901)
H (-6.016, -5.789, -0.657)
H (-6.534, -4.289, 0.168)
N (4.834, 3.597, 3.621)
C (0.229, 3.074, -4.643)
H (-1.487, 0.655, 3.538)
C (-0.506, 3.020, 7.479)
H (6.161, 4.960, 4.523)
C (6.172, 4.101, 3.847)
N (4.020, -5.160, -1.892)
H (2.003, -1.652, 2.342)
H (5.866, -6.080, -1.501)
C (-3.313, -3.841, -5.435)
H (2.305, -0.941, 0.069)
H (0.556, 3.093, -1.499)
C (-0.704, 1.177, 2.803)
O (1.565, -0.367, -2.791)
H (-1.379, 2.250, 7.726)
H (4.000, 2.742, 1.918)
H (3.325, 2.823, -0.452)
H (2.164, -4.284, -2.199)
H (1.087, -2.746, -0.127)
H (-0.224, 5.775, 2.499)
H (5.411, -4.020, -2.932)
H (1.661, 5.387, 2.805)
H (-4.130, 2.116, -5.595)
H (-4.500, -2.931, -0.554)
H (6.603, 4.404, 2.888)
H (-1.126, -1.356, 2.601)
H (-3.438, -6.132, -3.194)
C (0.736, 5.225, 2.071)
H (5.616, 2.114, 2.356)
H (3.976, 5.029, 4.854)
C (0.519, 3.569, 1.972)
C (-1.263, 3.080, -3.951)
H (0.582, 3.855, 4.998)
C (-3.548, -5.779, 0.473)
O (-3.766, -6.984, 0.468)
O (-1.684, 1.660, -3.717)
H (-0.779, -3.997, 0.046)
H (-1.328, 3.726, -2.976)
H (-0.098, 3.373, 8.538)
H (0.059, 3.346, -5.792)
H (0.726, 2.002, -4.529)
H (-4.670, -2.907, 1.226)
C (4.654, 2.456, 2.747)
H (-5.694, -3.471, -4.490)
C (-4.349, 1.835, -4.462)
H (-3.007, -4.687, -6.057)
H (2.768, 4.459, 0.319)
H (2.600, 2.538, -3.003)
C (-0.545, 2.801, 2.955)
C (1.354, 2.619, 0.879)
H (-6.306, 0.565, -4.066)
C (-2.979, -5.149, -3.338)
H (-2.060, 4.439, 3.426)

Forces on the atoms, in the same order (eV/Å):
H 1.542 -1.901 -0.860
H 0.075 -0.110 0.151
O 0.762 -0.119 -0.122
H -0.056 0.111 0.044
H -0.285 -2.372 0.874
C -1.018 0.675 -0.401
C 1.034 -0.462 -0.192
H -2.287 -1.178 0.973
H 2.139 -0.428 -0.167
H 1.426 -1.993 -2.027
H 1.001 -2.236 -0.192
H -0.095 -0.135 0.049
C -2.961 -2.507 4.059
H 0.074 -0.120 0.149
C -0.636 2.712 1.666
H 0.110 0.197 -0.031
O 0.727 -0.328 -0.833
H 0.028 -0.038 -0.208
H -1.674 -0.938 1.655
C 0.810 0.677 -0.386
C 0.944 -0.555 -0.404
H 0.200 0.068 0.106
H -1.050 -1.192 2.235
N 0.160 4.817 0.922
H -1.868 -1.767 -0.083
C 0.341 0.048 -0.123
H -0.099 0.055 -0.103
O 2.939 1.615 -7.673
H 1.916 -0.609 1.685
C 0.670 0.053 -1.227
C -0.984 1.717 0.866
H -0.012 0.007 -0.229
H 0.337 1.774 -2.069
C 3.871 -1.676 -4.577
C -0.361 -1.534 -1.063
C -0.662 0.928 -0.398
C -0.237 -0.260 -0.107
H -2.320 1.411 0.066
H 0.043 0.199 -0.097
H 1.499 1.500 -0.773
C -0.103 -0.470 0.003
C -0.182 -0.135 0.282
C 0.305 0.406 -0.383
H 0.104 -0.209 -0.037
C 0.661 -0.397 0.210
H 1.352 0.268 2.121
H -0.805 1.535 0.453
H 0.074 -0.196 0.016
C 0.393 -1.612 -0.574
C -0.864 -1.133 0.364
C 1.599 -0.218 -0.294
H 2.556 -0.150 0.377
N -1.369 0.453 0.223
N 1.032 -0.475 -1.179
O 0.647 0.265 -0.712
N 1.225 -0.747 0.150
C 0.571 0.266 -0.412
C 0.062 -0.086 0.088
H -0.228 0.078 -0.004
H -1.155 -2.082 -1.291
H -1.892 0.749 1.122
H -0.153 0.165 0.185
H 0.231 -0.132 -0.042
N -1.320 0.844 0.765
C -0.018 0.282 -0.442
H 2.082 0.930 -2.060
C -0.350 0.345 0.880
H -0.076 -0.167 -0.117
C 0.033 -0.105 -0.067
N -1.631 0.501 0.341
H -2.117 -0.728 -0.403
H -0.249 0.086 0.014
C 0.048 -0.132 0.171
H -1.154 1.937 -0.620
H 1.599 1.761 0.144
C 1.814 2.795 -1.383
O -4.095 2.116 6.994
H 2.031 1.503 -0.793
H 0.075 -0.212 0.043
H -2.007 0.897 0.641
H 0.109 -0.010 -0.063
H 0.222 -0.672 2.273
H 2.087 -1.406 -1.041
H -0.030 -0.018 -0.225
H -2.258 -0.439 -1.485
H -0.254 0.827 2.929
H 0.041 0.149 0.096
H 0.146 0.031 0.170
H 1.857 0.836 -1.819
H 0.210 0.063 0.155
C 0.694 -0.791 -0.071
H -0.142 0.151 0.145
H 0.096 -0.078 -0.062
C -0.774 -3.410 -0.196
C -0.375 0.625 -1.188
H -2.319 1.123 0.659
C -0.862 0.014 -0.130
O -0.033 0.993 -0.036
O -3.146 1.562 0.805
H 1.228 -0.108 1.413
H 0.228 -1.428 -1.642
H -0.838 -0.802 -2.284
H 0.462 -0.938 2.513
H -1.227 2.223 -0.343
H 0.107 0.193 -0.078
C -0.311 -0.060 0.029
H 0.112 -0.023 -0.065
C -0.208 -0.226 0.845
H 0.045 0.195 -0.123
H -0.896 -2.605 -0.407
H -0.635 2.171 0.109
C 1.627 -2.320 -2.692
C -2.050 -0.934 2.759
H 1.497 2.354 1.548
C -0.237 -0.125 0.213
H 1.060 -2.022 1.356

***

Number 1: electronic energy -123305.4937 eV. Number 2: electronic energy -61664.7105 eV.